Below is 2 unconnected molecules or ions with the total composition C35H42N3O2, with properties calculated with ωB97M-V/def2-TZVPD.

Geometry as XYZ:
```
82
Properties=species:S:1:pos:R:3
O 7.05279 3.33240 -1.69724
O -7.69890 4.14451 -1.76478
N 1.43997 -2.63886 3.74305
N 4.37043 2.57438 -1.73773
N -5.77395 2.14298 -1.67730
C -1.88691 0.45686 -1.52684
C -0.86365 -2.49393 3.11595
C -0.59494 -0.14012 -1.52444
C -7.48294 3.37839 -2.94721
C 1.69883 -4.98245 2.02245
C -4.46543 1.60168 -1.63473
C -1.98759 -2.95263 2.27761
C -7.57490 3.37971 -0.56764
C 0.75261 1.90646 -2.16302
C -6.18135 2.79684 -0.43024
C 1.85113 -0.15370 -1.45399
C 3.58948 -1.91729 4.43165
C 1.97156 2.55731 -2.15098
C -3.35120 2.39760 -1.29425
C 1.07187 -5.94951 -0.09761
C 2.78621 -2.43626 3.22834
C 3.07464 0.49168 -1.45489
C 2.58504 -1.62320 5.54786
C 0.39723 -3.02683 2.95658
C 6.26199 3.42740 -0.51240
C -1.49833 -3.30127 0.85055
C -6.09569 2.76158 -2.96653
C 3.13793 1.86490 -1.77523
C 0.64147 -4.06185 1.93133
C 1.92752 -5.90984 1.01102
C 1.19085 -1.95454 4.98871
C -4.28762 0.23229 -1.92226
C -2.09993 1.82974 -1.18648
C 6.31008 3.45294 -2.90979
C 0.63779 0.55387 -1.70282
C 5.14135 2.40116 -0.50329
C 5.15868 2.46308 -2.96967
C -0.27429 -4.16822 0.86349
C -0.01558 -5.07782 -0.16649
C -3.03061 -0.32954 -1.86162
H -6.19094 2.01399 0.33944
H 0.60743 -2.59256 5.67200
H 3.99309 -0.05659 -1.23895
H 2.79461 -1.70320 2.39348
H -5.46933 3.58398 -0.12639
H 4.29720 -2.69243 4.74448
H 2.61232 -0.57254 5.85322
H -5.35449 3.53649 -3.23857
H -0.69273 -5.09783 -1.02026
H -5.17703 -0.34770 -2.17971
H 7.04046 3.22470 -3.70124
H -7.57135 4.10800 -3.76537
H 2.33400 -4.98869 2.91129
H -2.88595 -1.38297 -2.11934
H 2.77446 -6.59396 1.09671
H 6.96842 3.22158 0.30665
H 0.60555 -1.03097 4.82755
H -0.54247 -1.22916 -1.50554
H 5.80334 4.43125 -0.40060
H -0.11771 2.44223 -2.53975
H 2.06044 3.61658 -2.40701
H -6.05840 1.95920 -3.71315
H 3.23706 -3.35128 2.82875
H 1.78927 -1.22453 -1.25377
H -1.26415 2.45038 -0.86251
H 5.56227 1.43906 -3.08821
H 1.25287 -6.66240 -0.89983
H 4.14876 -1.02345 4.13791
H 2.76145 -2.25792 6.42166
H -8.30088 2.54348 -0.52652
H -3.48200 3.47206 -1.13149
H 5.89148 4.47128 -3.03759
H 5.55604 1.37960 -0.42509
H 4.49852 2.70233 -3.81192
H 4.46711 2.59519 0.34100
H -2.76690 -2.18579 2.24239
H -1.26488 -2.35935 0.32439
H -7.75161 4.10409 0.24120
H -2.30194 -3.79705 0.29229
H -1.09215 -1.87136 3.98120
H -8.22271 2.56075 -3.05507
H -2.43426 -3.86438 2.72312
```

## Properties
E_tot   -1673.31331 a.u.
Frontier orbital gap   3.82 eV
Net charge   +1
Maximum force   1.885 eV Å⁻¹
Multiplicity   1
HOMO energy   -9.282 eV

Want to see where the charge sits? The Mulliken charges in e are: O -0.350; O -0.351; N 0.118; N 0.237; N 0.213; C 0.832; C -1.012; C -0.142; C -0.583; C -0.588; C -0.226; C -1.026; C -0.633; C -0.906; C -0.393; C -1.390; C -0.546; C -0.229; C 0.039; C -0.659; C -0.394; C -0.163; C -0.585; C 0.792; C -0.710; C -0.373; C -0.403; C -0.308; C 0.544; C -0.718; C -0.803; C -0.493; C -1.340; C -0.634; C 0.290; C -0.371; C -0.382; C 0.630; C -0.640; C -0.839; H 0.285; H 0.357; H 0.423; H 0.084; H 0.353; H 0.272; H 0.297; H 0.297; H 0.434; H 0.468; H 0.325; H 0.317; H 0.667; H 0.412; H 0.402; H 0.337; H 0.338; H 0.542; H 0.352; H 0.795; H 0.485; H 0.311; H 0.308; H 0.475; H 0.813; H 0.288; H 0.383; H 0.306; H 0.264; H 0.357; H 0.449; H 0.336; H 0.296; H 0.393; H 0.407; H 0.399; H -0.361; H 0.324; H 0.492; H 0.363; H 0.349; H 0.300

***

Below is a gas-phase ion, C35H42N3O2 (charge +1), with properties calculated with ωB97M-V/def2-TZVPD.

Geometry as XYZ:
```
82
Properties=species:S:1:pos:R:3
O -4.86583 -1.48769 -1.30657
O 6.22632 3.52000 -1.46899
N -1.42375 -0.76677 -1.12417
N -0.62111 0.42376 2.79307
N -3.35101 0.18994 -1.75725
C 0.56474 -0.06538 2.40944
C -2.94646 0.42237 3.40527
C -0.98287 1.84167 2.85013
C -5.10984 -5.28534 -2.88136
C -5.40051 -5.86240 -1.62737
C 1.63864 0.62117 1.71736
C 5.47151 1.35020 -0.81029
C -2.50210 1.86240 3.14871
C -0.16584 -0.94208 -0.64931
C -4.60270 -5.54842 -0.51678
C -1.39300 0.80913 -3.07695
C -3.71100 -1.07323 -1.40461
C 2.97836 0.53691 2.42790
C 5.21025 1.42659 2.82130
C -1.92621 0.50561 -1.66242
C 1.95606 0.14002 0.08693
C 3.10032 0.92909 -0.50514
C 3.87169 1.63318 2.48196
C 4.45857 0.50407 -0.42465
C -1.71494 1.71674 -0.74952
C -1.69544 -0.46314 3.23300
C 5.94492 4.88569 -1.93802
C -4.01684 -4.41506 -3.00842
C -2.16640 -3.02021 -2.01323
C -3.51635 -4.66887 -0.65156
C 5.19862 2.62786 -1.34459
C 4.72114 -0.89519 3.30395
C 5.65172 0.14727 3.20090
C 3.86827 2.97047 -1.59473
C -3.24522 -4.07370 -1.89868
C -4.29685 1.17508 -2.24563
C 3.38199 -0.67517 2.98581
C 0.77382 0.06503 -0.74988
C 2.83927 2.13923 -1.16761
C -2.43032 -1.83902 -1.07445
H 6.92638 5.36093 -1.93864
H 3.53492 2.63587 2.19926
H -2.11776 -2.65501 -3.05206
H -2.50366 -2.22696 -0.04557
H 5.92827 2.23292 2.71416
H -1.74772 0.04119 -3.78450
H -4.29533 2.04533 -1.59324
H -6.24445 -6.53564 -1.52279
H 1.39593 1.64730 1.40146
H 5.53771 4.87687 -2.93964
H -2.23472 1.57499 0.21298
H 2.64963 -1.48741 3.10483
H 3.61772 3.93601 -2.04019
H 1.80668 2.44137 -1.35627
H 0.06924 -1.93464 -0.26721
H 6.52721 1.06781 -0.64995
H -0.29967 0.82940 -3.11399
H -0.75028 2.36248 1.90797
H -1.76913 1.79722 -3.39178
H -1.46025 -0.95358 4.20007
H 5.04952 -1.90098 3.56584
H -3.79036 -3.94642 -3.97053
H -4.82334 -5.98110 0.46264
H -3.34779 0.31478 4.41381
H -0.65399 1.89697 -0.54607
H 0.61530 0.82610 -1.55025
H 2.23856 -0.84491 0.49336
H -2.11888 2.61381 -1.25045
H -1.18373 -3.45651 -1.75863
H -0.44952 2.38102 3.65426
H -1.85987 -1.26617 2.49241
H -5.28918 0.72472 -2.26472
H -4.01328 1.49165 -3.24735
H -2.90655 -4.40131 0.20752
H -3.72546 0.10621 2.71517
H 0.71428 -1.12444 2.68773
H 6.70541 -0.03693 3.38037
H -3.03827 2.30000 2.30483
H -5.73332 -5.50850 -3.74869
H 5.28154 5.40117 -1.25807
H -2.71209 2.48997 4.01797
H 4.69874 -0.49738 -0.05955
```

## Properties
E_tot   -1673.35150 a.u.
Frontier orbital gap   6.18 eV
Net charge   +1
Maximum force   3.362 eV Å⁻¹
Multiplicity   1
HOMO energy   -10.241 eV

Want to see where the charge sits? The Mulliken charges in e are: O -0.722; O -0.438; N 0.845; N 0.364; N 0.244; C -1.269; C -0.555; C -0.345; C -0.626; C -0.447; C 0.850; C -0.789; C -0.746; C -0.663; C -0.763; C -1.619; C 0.248; C 0.382; C -0.648; C 0.205; C -0.168; C -0.047; C -0.226; C -0.221; C -1.238; C -0.496; C -0.847; C -0.384; C -0.597; C -0.160; C 0.710; C -0.786; C -0.538; C -0.613; C 0.541; C -0.984; C -0.308; C -0.668; C -0.601; C 0.203; H 0.245; H 0.375; H 0.313; H 0.019; H 0.417; H 0.356; H 0.278; H 0.383; H 0.496; H 0.340; H 0.265; H 0.225; H 0.416; H 0.274; H 0.584; H 0.401; H 0.290; H 0.191; H 0.508; H 0.373; H 0.383; H 0.318; H 0.363; H 0.352; H 0.061; H 0.389; H 0.780; H 0.608; H 0.350; H 0.458; H 0.208; H 0.401; H 0.310; H 0.366; H 0.255; H 0.329; H 0.408; H 0.273; H 0.370; H 0.366; H 0.381; H 0.442

***

Below is 7 unconnected molecules or ions with the total composition C35H43BBrO28PS6, with properties calculated with ωB97M-V/def2-TZVPD.

Geometry as XYZ:
```
115
Properties=species:S:1:pos:R:3
Br 3.18497 1.24200 -0.37157
S -11.70957 -1.37685 -3.34357
S -7.15027 1.83688 -1.27232
S 10.44248 -1.40874 0.05750
S -1.07720 -0.56744 -5.40062
S -3.60946 -1.18369 1.36835
S 8.98541 -7.87607 2.66470
P -5.74583 4.47766 2.36729
O 10.14140 -6.79171 2.27965
O -8.42733 1.11189 -0.56243
O 11.59556 -1.01774 1.14167
O -10.29127 -1.58483 -4.12016
O 1.38429 4.10029 -0.39682
O -5.87539 5.31447 3.88939
O -6.49046 2.65902 -0.28244
O -11.42761 -2.40530 -2.10939
O -1.15141 1.70041 -1.79272
O -1.12057 0.77698 -4.87426
O 9.84878 -2.66551 0.45051
O -7.99032 2.81639 -2.26870
O -0.79524 -1.59590 -4.16643
O 8.67972 -8.64907 1.48141
O -2.45638 -0.79269 2.45252
O -12.75998 -1.93558 -4.16551
O -6.45386 0.85566 -2.07146
O 11.42947 -1.67917 -1.21260
O -2.62247 -1.45412 0.09825
O -11.75294 -0.03243 -2.81722
O 9.32815 -8.47881 3.93184
O 7.77187 -6.81449 2.90610
O -4.20316 -2.44046 1.76137
O -2.12761 -1.12618 -6.22256
O 9.66400 -0.22226 -0.22063
O 0.10838 5.44195 4.61485
O 0.34110 -0.77543 -6.17721
O -4.38794 0.00279 1.09022
C 7.04280 -1.23662 1.53331
C 12.88140 -1.29369 0.58880
C 3.18061 1.43413 4.37549
C 0.08192 4.48458 3.67925
C 3.50402 1.01859 2.82174
C -10.30956 -3.22697 -2.43743
C -0.85119 3.85110 1.02985
C -1.81438 3.97868 -3.02621
C 9.52448 -5.53789 1.99662
C 0.77976 3.66276 0.71052
C -6.32164 2.65291 2.73078
C 0.32281 -2.41756 -4.49447
C 4.58355 -0.17530 2.36700
C 12.71735 -1.14146 -0.92105
C 6.35784 -2.75189 1.40175
C 2.73495 1.76381 1.53696
C 8.29281 -5.48644 2.89666
C -2.01631 3.60032 -0.11738
C -2.75262 4.54206 3.05693
C 4.75773 -3.01569 1.78390
C -1.17054 -1.06864 1.89965
C 1.62877 2.90731 1.93771
C -9.40791 -2.34865 -3.30074
C 1.22446 -1.53924 -5.35778
C -2.47897 5.46556 -2.83893
C 1.27728 3.32683 3.51232
C -3.90021 4.28394 1.89285
C 6.16065 0.10028 2.01392
C -3.57229 3.83226 0.34391
C -9.37049 2.45683 -2.23674
C 3.90324 -1.69937 2.25800
C -1.18625 4.31117 2.60259
C -1.33459 -0.91641 0.38980
C -9.60500 1.86206 -0.85075
C 2.05204 2.60509 4.76461
B -1.66226 3.10166 -1.64373
H -0.04613 -3.27966 -5.06016
H -9.99726 3.33341 -2.42124
H -0.55978 -1.44675 -0.16893
H 6.60248 1.18164 2.09219
H -2.98178 4.83338 4.17453
H -10.67850 -4.08907 -3.00311
H -7.48943 2.59086 2.66408
H 0.82444 -2.76582 -3.58847
H 2.75924 -1.85271 2.51921
H 6.96672 -3.69751 1.03293
H -2.41259 3.28852 -3.79350
H -0.71699 4.06650 -3.48673
H 1.80423 -0.84417 -4.74192
H -5.81190 1.87352 2.01036
H -9.80793 -3.57523 -1.53142
H -8.72756 -2.93883 -3.92047
H -1.33540 0.13912 0.09794
H 3.77798 0.86132 5.22450
H 1.90481 -2.12942 -5.97752
H -10.48878 1.22055 -0.81687
H -9.54678 1.71253 -3.02000
H 13.49216 -1.67180 -1.47978
H 1.80924 2.87972 5.89177
H 7.54056 -4.78440 2.52717
H -3.63119 5.31787 -2.67887
H 13.15303 -2.32050 0.85419
H 4.22762 -4.05783 1.73391
H -0.89891 -2.09545 2.16504
H 9.24022 -5.53252 0.93903
H -9.69762 2.64898 -0.09476
H -2.30105 6.03954 -3.87046
H 10.21668 -4.71505 2.19046
H 8.56549 -5.22023 3.92297
H 8.18146 -1.12331 1.26093
H 12.71654 -0.08593 -1.21291
H -4.41765 3.66824 -0.44995
H -1.57843 1.40196 -2.66621
H -8.82814 -1.65358 -2.68488
H 13.62683 -0.60455 0.99462
H -1.92532 6.00195 -1.95872
H -5.65285 4.59984 4.58431
H -5.98625 2.35635 3.83461
H -0.42511 -0.37950 2.30547
```

## Properties
E_tot   -8794.47584 a.u.
Frontier orbital gap   6.55 eV
Net charge   0
Maximum force   8.395 eV Å⁻¹
Multiplicity   1
HOMO energy   -8.068 eV

Results of the Mulliken charge analysis, in e, for atoms 1 through 99: Br -0.081; S 1.096; S 1.110; S 1.152; S 1.048; S 0.836; S 1.088; P -0.027; O -0.332; O -0.321; O -0.313; O -0.291; O -0.543; O -0.482; O -0.244; O -0.311; O -0.193; O -0.453; O -0.387; O -0.322; O -0.259; O -0.537; O -0.353; O -0.567; O -0.609; O -0.323; O -0.289; O -0.507; O -0.535; O -0.332; O -0.594; O -0.565; O -0.559; O -0.526; O -0.315; O -0.278; C -0.052; C -0.302; C -0.445; C 0.162; C 0.412; C -0.356; C 0.022; C -0.327; C -0.284; C -0.053; C -0.508; C -0.358; C 0.033; C -0.361; C -0.430; C -0.310; C 0.080; C 0.660; C -0.732; C -0.632; C -0.273; C 0.441; C -0.144; C -0.315; C -0.852; C 0.323; C 0.358; C -0.353; C -0.325; C -0.274; C -0.129; C 0.347; C 0.175; C -0.355; C -0.601; B 0.203; H 0.285; H 0.328; H 0.311; H 0.319; H 0.214; H 0.293; H 0.214; H 0.320; H 0.258; H 0.634; H 0.208; H 0.215; H 0.275; H -0.043; H 0.334; H 0.293; H -0.188; H 0.313; H 0.315; H 0.333; H 0.227; H 0.331; H 0.312; H -0.103; H 0.190; H 0.264; H 0.306

***

Q: Which relative energy (zero: lowest compared OMol25 entry of this formula, charge and spin) values were calculated for the entries above? A: 2.3060 1.2668 29.0280, in eV.